{"formula": "C10H31As2F12N9O6Tl", "method": "ωB97M-V with the def2-TZVPD basis set", "symbols": ["Tl", "As", "F", "F", "F", "F", "F", "F", "As", "F", "F", "F", "F", "F", "F", "C", "O", "C", "C", "N", "C", "C", "O", "C", "H", "H", "H", "H", "H", "H", "H", "H", "H", "H", "H", "H", "H", "H", "H", "C", "O", "N", "N", "H", "H", "H", "H", "C", "O", "N", "N", "H", "H", "H", "H", "C", "O", "N", "N", "H", "H", "H", "H", "C", "O", "N", "N", "H", "H", "H", "H"], "positions_angstrom": [[0.071, -0.052, 0.436], [-3.611, -2.234, 2.110], [-4.998, -2.957, 2.917], [-4.239, -2.585, 0.530], [-2.123, -1.622, 1.330], [-2.872, -1.758, 3.610], [-2.892, -3.830, 2.168], [-4.426, -0.701, 1.919], [1.666, -0.498, -3.733], [1.250, -0.451, -2.003], [1.190, -2.171, -3.704], [2.039, -0.424, -5.407], [2.009, 1.237, -3.604], [3.305, -0.948, -3.332], [-0.012, -0.017, -4.192], [0.014, -3.501, 2.514], [0.454, -2.140, 2.490], [1.396, -1.704, 3.447], [1.105, -0.304, 3.909], [1.375, 0.637, 2.808], [2.786, 0.762, 2.535], [3.128, 1.773, 1.425], [2.396, 1.402, 0.254], [2.446, 2.354, -0.805], [0.425, -4.093, 1.693], [-1.061, -3.439, 2.358], [0.173, -4.053, 3.441], [2.384, -1.954, 3.056], [1.199, -2.331, 4.326], [1.652, -0.015, 4.811], [0.066, -0.209, 4.229], [1.072, 1.556, 3.126], [3.276, -0.198, 2.407], [3.318, 1.245, 3.366], [4.183, 1.880, 1.183], [2.600, 2.691, 1.716], [3.423, 2.831, -0.890], [1.636, 3.082, -0.739], [2.263, 1.751, -1.692], [-3.375, 2.052, 0.044], [-2.352, 1.462, 0.388], [-4.566, 1.780, 0.642], [-3.501, 2.965, -0.951], [-4.536, 1.057, 1.346], [-5.402, 2.319, 0.521], [-4.441, 3.195, -1.209], [-2.673, 3.149, -1.491], [3.354, -2.312, 0.014], [2.653, -1.290, 0.121], [4.445, -2.361, -0.796], [3.035, -3.476, 0.589], [4.524, -1.782, -1.621], [5.343, -2.498, -0.354], [2.354, -3.466, 1.334], [3.776, -4.142, 0.751], [-2.614, -0.442, -2.100], [-1.486, -0.756, -1.632], [-3.765, -0.854, -1.542], [-2.781, 0.457, -3.093], [-4.625, -0.497, -1.915], [-3.709, -1.489, -0.752], [-1.965, 0.705, -3.627], [-3.693, 0.868, -3.069], [-0.330, 2.879, -2.390], [-0.193, 1.929, -1.606], [-0.180, 4.169, -1.939], [-0.411, 2.786, -3.709], [-0.158, 4.293, -0.943], [-0.304, 4.921, -2.591], [-0.249, 1.847, -4.064], [-0.238, 3.522, -4.368]], "atomic_forces_ev_per_a": [[0.11, 0.02, -1.26], [-1.06, -1.40, 1.16], [0.89, 1.02, -0.62], [0.10, -0.33, -0.15], [0.07, 0.39, -0.33], [-0.29, -0.05, -0.39], [-0.10, 0.67, -0.15], [0.44, -0.09, 0.50], [-0.65, 0.01, -0.42], [-0.05, 0.15, 0.15], [0.21, 0.86, -0.29], [0.08, -0.35, 0.31], [0.13, -0.88, -0.05], [-0.43, 0.38, 0.11], [0.54, -0.24, 0.53], [-0.97, -0.20, -0.36], [0.14, 0.98, -0.63], [-0.86, -1.99, 0.90], [-0.28, 0.11, -0.54], [-0.45, 0.48, -0.08], [2.09, 0.74, -0.41], [-2.95, -0.43, -0.58], [0.13, -0.55, 0.20], [-0.24, -0.38, -0.79], [0.24, 0.19, -0.07], [0.38, -0.32, 0.03], [0.33, 0.50, 0.26], [0.28, 0.60, 0.35], [0.48, 0.03, 0.11], [0.55, -0.16, -0.24], [-0.16, -0.21, -0.45], [-0.51, 0.04, -0.48], [-0.30, -0.09, -0.34], [-0.38, -0.29, 0.53], [0.03, -0.03, 0.33], [0.98, 0.52, 0.34], [0.05, -0.04, 0.29], [0.40, 0.08, 0.31], [0.15, 0.40, 0.02], [-1.40, -0.35, 0.41], [0.91, 0.01, 0.05], [0.47, -0.38, 0.40], [0.92, -0.27, 0.31], [-0.20, 0.02, 0.02], [0.05, 0.07, -0.02], [0.23, 0.41, -0.52], [-0.34, 0.26, -0.28], [-0.98, 0.78, -0.53], [-0.47, -0.01, 0.03], [1.39, 0.11, -0.37], [0.08, -0.70, 1.48], [-0.59, 0.41, 0.25], [-0.10, -0.43, -0.02], [-0.07, 0.21, -0.17], [-0.09, -0.19, -0.51], [-1.05, 1.30, 1.33], [1.32, -0.71, 0.42], [1.30, -0.15, -0.12], [0.63, -0.99, 0.62], [-0.32, -0.45, 0.22], [-0.48, 0.08, 0.04], [-0.27, 0.39, -0.13], [0.17, 0.51, -1.03], [2.03, 1.06, 1.46], [-0.97, -0.14, -0.30], [-0.53, -0.52, 0.01], [-0.76, -1.61, -1.34], [-0.13, 0.39, -0.09], [-0.01, 0.34, 0.38], [0.15, 0.12, -0.09], [0.01, 0.29, 0.30]], "molar_mass_g_mol": 955.6, "homo_lumo_gap_ev": 4.34, "total_charge": 1, "max_force_ha_per_bohr": 0.059, "homo_ev": -12.75}

---

{"formula": "C59H67BrFN4O4P2STi", "method": "ωB97M-V with the def2-TZVPD basis set", "symbols": ["Ti", "C", "C", "C", "C", "C", "C", "C", "Br", "C", "O", "C", "C", "C", "C", "C", "C", "H", "H", "H", "H", "H", "H", "H", "H", "H", "H", "H", "H", "H", "H", "H", "H", "H", "H", "H", "H", "F", "C", "C", "C", "C", "O", "C", "C", "N", "C", "C", "C", "C", "C", "C", "N", "C", "C", "N", "C", "C", "C", "O", "O", "H", "H", "H", "H", "H", "H", "H", "H", "H", "H", "H", "H", "H", "H", "H", "H", "H", "H", "C", "S", "C", "C", "C", "N", "P", "C", "C", "C", "C", "C", "C", "C", "C", "C", "C", "C", "C", "P", "C", "C", "C", "C", "C", "C", "C", "C", "C", "C", "C", "C", "H", "H", "H", "H", "H", "H", "H", "H", "H", "H", "H", "H", "H", "H", "H", "H", "H", "H", "H", "H", "H", "H", "H", "H", "H", "H", "H", "H", "H"], "positions_angstrom": [[-0.158, 1.901, -0.417], [-1.794, 4.955, 6.288], [-1.455, 3.463, 6.163], [-2.383, 2.677, 7.095], [-0.009, 3.220, 6.622], [-1.592, 3.038, 4.705], [-0.873, 3.705, 3.719], [-0.946, 3.251, 2.422], [-0.244, 4.288, 0.949], [-1.660, 2.111, 2.023], [-1.480, 1.622, 0.820], [-2.557, 1.575, 2.979], [-2.468, 2.038, 4.283], [-3.673, 0.637, 2.519], [-4.587, 0.217, 3.673], [-4.528, 1.415, 1.503], [-3.127, -0.642, 1.869], [-1.731, 5.274, 7.327], [-2.807, 5.141, 5.934], [-1.110, 5.567, 5.706], [-2.258, 3.043, 8.114], [-2.141, 1.615, 7.089], [-3.429, 2.808, 6.824], [0.100, 3.490, 7.672], [0.698, 3.809, 6.041], [0.246, 2.166, 6.514], [-0.274, 4.575, 3.939], [-3.126, 1.604, 5.016], [-5.057, 1.080, 4.140], [-4.042, -0.346, 4.428], [-5.380, -0.416, 3.281], [-4.888, 2.344, 1.945], [-5.392, 0.822, 1.205], [-3.965, 1.661, 0.605], [-2.519, -1.200, 2.583], [-2.534, -0.417, 0.985], [-3.960, -1.276, 1.564], [2.241, -3.962, -2.433], [0.937, -3.569, -2.438], [0.704, -2.243, -2.143], [-0.606, -1.753, -2.054], [-0.870, -0.407, -1.666], [0.099, 0.336, -1.188], [-2.202, 0.080, -1.830], [-3.191, -0.801, -2.140], [-2.967, -2.144, -2.302], [-4.085, -3.025, -2.459], [-4.298, -4.096, -1.425], [-5.221, -2.919, -1.489], [-1.671, -2.635, -2.362], [-1.401, -3.949, -2.711], [-0.086, -4.464, -2.720], [0.094, -5.841, -3.057], [1.451, -6.335, -3.243], [1.372, -7.746, -3.867], [-0.018, -7.936, -4.356], [-0.954, -8.019, -3.204], [-0.668, -6.812, -2.285], [-2.559, 1.550, -1.737], [-3.707, 1.891, -1.944], [-1.591, 2.377, -1.493], [1.533, -1.586, -1.937], [-4.207, -0.454, -2.259], [-4.321, -3.267, -3.492], [-3.597, -4.149, -0.604], [-4.669, -5.054, -1.759], [-5.145, -2.175, -0.711], [-6.222, -3.073, -1.861], [-2.218, -4.599, -2.984], [2.013, -6.388, -2.301], [1.980, -5.664, -3.917], [1.586, -8.530, -3.140], [2.073, -7.843, -4.696], [-0.098, -8.753, -4.964], [-0.257, -7.081, -4.875], [-0.790, -8.963, -2.688], [-1.972, -8.004, -3.587], [-0.107, -7.141, -1.398], [-1.599, -6.371, -1.938], [4.082, 6.225, 1.080], [4.480, 5.617, -0.585], [5.042, 3.912, -0.230], [3.990, 2.872, -0.585], [2.696, 3.103, 0.204], [1.750, 1.994, 0.149], [1.350, 1.110, 1.527], [1.636, -0.679, 1.109], [0.520, -1.473, 1.372], [0.571, -2.850, 1.246], [1.755, -3.455, 0.863], [2.870, -2.678, 0.588], [2.812, -1.298, 0.700], [2.711, 1.309, 2.755], [2.263, 1.551, 4.051], [3.160, 1.666, 5.099], [4.518, 1.556, 4.856], [4.973, 1.324, 3.566], [4.077, 1.199, 2.519], [0.907, 2.892, -2.656], [2.281, 1.925, -3.371], [2.784, 2.300, -4.617], [3.779, 1.552, -5.220], [4.272, 0.417, -4.596], [3.785, 0.046, -3.352], [2.805, 0.802, -2.734], [-0.318, 2.431, -3.912], [-1.364, 3.312, -4.212], [-2.388, 2.923, -5.052], [-2.383, 1.656, -5.617], [-1.343, 0.781, -5.342], [-0.316, 1.161, -4.499], [3.987, 7.303, 0.988], [4.899, 5.988, 1.757], [3.146, 5.802, 1.437], [5.309, 3.866, 0.827], [5.937, 3.762, -0.834], [4.382, 1.874, -0.376], [3.783, 2.937, -1.652], [2.235, 4.003, -0.221], [2.966, 3.325, 1.247], [-0.392, -0.989, 1.699], [-0.305, -3.449, 1.457], [1.811, -4.533, 0.773], [3.792, -3.155, 0.286], [3.696, -0.716, 0.480], [1.197, 1.647, 4.221], [2.801, 1.841, 6.103], [5.224, 1.652, 5.668], [6.034, 1.237, 3.378], [4.451, 1.023, 1.522], [2.396, 3.186, -5.102], [4.168, 1.853, -6.182], [5.041, -0.173, -5.074], [4.172, -0.839, -2.864], [2.433, 0.544, -1.749], [-1.371, 4.298, -3.764], [-3.201, 3.602, -5.263], [-3.186, 1.351, -6.273], [-1.333, -0.205, -5.786], [0.482, 0.464, -4.277]], "atomic_forces_ev_per_a": [[1.84, 1.70, 1.54], [0.01, -0.14, 0.02], [-0.04, 0.08, 0.10], [0.12, 0.10, -0.15], [-0.17, 0.04, -0.03], [-0.08, -0.01, -0.07], [-0.02, 0.04, -0.12], [-0.21, -0.07, -0.33], [-0.15, 0.33, 0.63], [-0.18, 0.44, 1.23], [-1.22, -0.37, 0.54], [0.25, -0.07, -0.54], [0.12, 0.04, 0.16], [-0.11, -0.11, -0.05], [0.15, 0.08, -0.12], [0.12, -0.06, 0.00], [0.03, 0.11, -0.03], [0.03, 0.03, 0.09], [-0.07, 0.05, -0.03], [0.03, 0.09, -0.04], [0.02, 0.01, 0.06], [-0.05, -0.10, 0.00], [-0.09, -0.02, -0.01], [0.04, 0.04, 0.08], [0.09, 0.04, -0.06], [0.06, -0.10, 0.00], [0.08, 0.08, 0.06], [-0.04, -0.08, 0.06], [-0.05, 0.07, 0.10], [0.01, -0.05, 0.12], [-0.05, -0.07, -0.02], [-0.05, 0.04, 0.03], [-0.09, -0.08, -0.03], [-0.01, 0.03, -0.02], [0.04, -0.07, 0.03], [0.02, -0.03, 0.03], [-0.09, -0.07, 0.00], [-0.10, -0.08, 0.00], [0.03, 0.06, 0.03], [-0.28, -0.06, 0.03], [0.46, 0.29, 0.07], [-1.49, -1.18, -0.63], [0.53, -1.41, -0.76], [0.29, 0.08, 0.07], [0.05, 0.35, 0.04], [-0.13, 0.10, 0.22], [-0.09, -0.14, -0.09], [-0.01, -0.05, 0.00], [-0.03, 0.00, -0.03], [0.18, -0.24, -0.11], [0.10, 0.10, 0.03], [0.05, 0.29, 0.03], [0.05, -0.05, -0.06], [0.06, 0.11, -0.07], [0.53, 0.14, 0.22], [0.03, -0.14, -0.38], [-0.43, 0.08, 0.50], [0.10, 0.00, 0.10], [-1.33, -0.66, -0.53], [0.26, 0.07, 0.10], [-0.39, 0.70, -0.99], [0.10, -0.01, 0.09], [-0.02, 0.00, 0.00], [-0.03, -0.03, 0.03], [0.07, 0.11, 0.02], [-0.04, -0.04, -0.05], [0.08, 0.06, 0.07], [-0.03, 0.02, -0.09], [-0.04, -0.04, -0.02], [-0.03, -0.01, -0.13], [-0.01, -0.05, 0.06], [-0.13, -0.01, -0.09], [-0.16, -0.07, -0.01], [-0.03, 0.13, 0.04], [-0.06, -0.16, 0.03], [0.06, -0.03, -0.13], [0.04, 0.01, -0.12], [-0.02, 0.03, 0.00], [0.04, -0.07, -0.04], [0.01, -0.22, -0.38], [0.22, 0.02, 0.11], [-0.24, 0.27, -0.22], [-0.09, 0.17, 0.28], [0.44, -0.06, -0.30], [-0.06, 0.59, -0.25], [1.57, -1.30, 0.15], [-0.27, 0.16, 0.36], [0.05, 0.12, 0.07], [0.02, -0.15, 0.02], [-0.09, -0.06, -0.02], [0.12, -0.02, -0.11], [0.00, 0.04, -0.04], [-0.80, 0.37, 0.13], [-0.05, 0.00, -0.07], [0.10, -0.01, 0.12], [-0.05, 0.01, 0.08], [0.09, -0.02, -0.07], [0.04, 0.00, -0.12], [0.15, -0.32, -0.98], [0.08, 0.13, 0.23], [-0.05, 0.05, 0.13], [0.07, 0.02, -0.12], [0.01, -0.04, 0.03], [0.05, -0.08, -0.04], [-0.13, 0.08, 0.12], [0.01, 0.31, -0.16], [0.14, -0.05, 0.08], [-0.05, 0.05, -0.09], [0.04, -0.01, 0.01], [-0.08, -0.07, -0.08], [0.12, 0.09, 0.09], [-0.03, 0.06, 0.08], [-0.02, 0.05, 0.08], [-0.02, 0.01, 0.11], [0.10, -0.03, 0.02], [0.06, -0.02, 0.11], [0.02, -0.08, -0.11], [0.08, -0.10, 0.06], [0.04, -0.13, 0.23], [-0.12, 0.08, -0.15], [-0.05, -0.02, -0.03], [-0.06, -0.02, 0.02], [0.02, -0.05, 0.01], [0.08, -0.01, -0.03], [0.05, 0.06, -0.01], [-0.03, 0.03, 0.09], [-0.04, 0.04, 0.07], [0.04, 0.00, 0.04], [0.05, 0.00, -0.03], [0.01, 0.00, -0.03], [-0.03, 0.00, -0.09], [0.02, 0.02, -0.05], [0.05, -0.02, -0.03], [0.03, -0.05, 0.06], [0.05, -0.07, -0.03], [-0.07, 0.00, 0.04], [-0.03, 0.06, 0.00], [-0.06, 0.00, -0.03], [0.00, -0.05, 0.00], [0.00, -0.01, -0.02]], "molar_mass_g_mol": 1137.0, "homo_lumo_gap_ev": [4.41, 5.92], "total_charge": 1, "max_force_ha_per_bohr": 0.057, "multiplicity": 3, "homo_ev": [-7.33, -9.26]}